# 1
ORCA calculation (ωB97M-V/def2-TZVPD) on a cluster of 2 separate species, C3H9NO in total in a non-equilibrium geometry.

Computed properties:
energy relative to the best compared isomer or geometry (same formula, charge and spin): 2.624 eV
HOMO: -10.15 eV
SMILES: C=NO.CC
net charge: 0
gap between HOMO and LUMO: 11.19 eV
lowest unoccupied orbital energy: 1.043 eV

Atoms and positions in Å:
O  -0.2030  2.2903  -0.7490
N  0.9925  1.7850  -1.2716
C  0.3478  -1.2792  0.9861
C  0.7359  0.6958  -1.9154
C  -1.0716  -0.7907  1.1683
H  -0.2806  0.2778  -2.0055
H  -1.4781  -0.4202  0.2226
H  1.0151  -0.4458  0.7497
H  0.7119  -1.7558  1.9007
H  0.4024  -2.0074  0.1713
H  -1.1073  0.0224  1.8993
H  1.5524  0.1356  -2.3954
H  -1.7138  -1.6023  1.5227
H  0.0963  3.0943  -0.2839

Here are the Mulliken charges for atoms 1 to 5, given in e: -0.3597, -0.2912, -0.8121, -0.3395, -0.7522

***

# 2
ORCA calculation (ωB97M-V/def2-TZVPD) on a structure of composition C3H9NO in a non-equilibrium geometry.

Computed properties:
energy relative to the best compared isomer or geometry (same formula, charge and spin): 8.786 eV
HOMO (alpha / beta): -6.97 / -6.97 eV
net charge: 0
gap between HOMO and LUMO (alpha / beta): 7.64 / 7.64 eV
lowest unoccupied orbital energy (alpha / beta): 0.671 / 0.671 eV

Atoms and positions in Å:
O  -0.9454  -0.7863  -0.4847
N  -2.1206  -0.6619  0.3288
C  1.7025  -0.6253  0.0471
C  -0.1253  1.2591  -0.3841
C  0.4664  0.1793  0.3210
H  0.1673  0.1550  1.3701
H  -1.1021  1.5396  -0.0003
H  -0.0733  2.0606  -1.1139
H  -2.2381  -1.5605  0.7974
H  1.4686  -1.6829  0.1563
H  -2.9089  -0.5967  -0.3157
H  2.5019  -0.3440  0.7321
H  2.0685  -0.4186  -0.9577
H  1.1385  1.4825  -0.4963

Here are the Mulliken charges for atoms 1 to 5, given in e: -0.4458, -0.5496, -1.2874, -1.0045, 0.6366

***

# 3
ORCA calculation (ωB97M-V/def2-TZVPD) on a cluster of 2 separate species, C3H9NO in total in a non-equilibrium geometry.

Computed properties:
energy relative to the best compared isomer or geometry (same formula, charge and spin): 2.340 eV
HOMO: -9.45 eV
SMILES: C=C.NCO
net charge: 0
gap between HOMO and LUMO: 10.42 eV
lowest unoccupied orbital energy: 0.971 eV

Atoms and positions in Å:
O  -0.4386  -0.0511  3.0419
N  0.7847  -0.1434  1.0030
C  -0.4166  -0.5329  1.7344
C  0.5275  0.3747  -2.6604
C  -0.4475  0.3160  -3.5602
H  -0.2519  -0.2702  -4.4498
H  0.5590  1.1294  -1.8807
H  -1.2885  -0.1606  1.1994
H  -1.4579  0.5759  -3.2931
H  0.4764  0.1327  3.2852
H  1.5151  -0.0185  -2.8582
H  1.1513  0.7958  1.1622
H  0.5154  -0.0624  0.0248
H  -0.4848  -1.6244  1.6659

Here are the Mulliken charges for atoms 1 to 5, given in e: -0.4897, -0.6351, -0.1016, -0.5737, -0.4888

***

# 4
ORCA calculation (ωB97M-V/def2-TZVPD) on a cluster of 2 separate species, C3H9NO in total in a non-equilibrium geometry.

Computed properties:
energy relative to the best compared isomer or geometry (same formula, charge and spin): 2.315 eV
HOMO: -10.20 eV
SMILES: C=N.CCO
net charge: 0
gap between HOMO and LUMO: 11.00 eV
lowest unoccupied orbital energy: 0.794 eV

Atoms and positions in Å:
O  -1.8179  -1.2468  -0.8507
N  2.1952  -1.2613  2.0695
C  2.8390  -0.3753  2.7053
C  -1.1752  1.1401  -1.3276
C  -1.6874  -0.2036  -1.8318
H  -0.9455  -0.6139  -2.5192
H  -2.6403  -0.0160  -2.3196
H  -1.7452  1.5988  -0.5193
H  -1.1037  -1.0900  -0.2188
H  2.4256  0.3611  3.4097
H  3.6875  0.1487  2.2365
H  1.2654  -1.3231  2.4967
H  -1.1836  1.7860  -2.2123
H  -0.1141  1.0955  -1.1185

Here are the Mulliken charges for atoms 1 to 5, given in e: -0.5106, -0.4709, -0.2105, -1.0936, -0.1915